ORCA calculation (the ωB97M-V functional and the def2-TZVPD basis) on a molecular structure, C34H27IrN8OS5 at a distorted geometry.

Results
- LUMO level (spin up / spin down): -9.06 / -10.99 eV
- HOMO energy (spin up / spin down): -0.5255 / -0.5255 Eh

Geometry as ORCA input:
```
! wB97M-V def2-TZVPD RIJCOSX def2/J DEFGRID3
* xyz 3 2
C 3.94804 -2.95557 0.99151
H -4.02806 -2.20787 -1.97359
C 5.03974 -5.08597 0.91041
C -1.77226 2.25713 -4.02449
H -4.43446 6.29083 4.36231
H -3.75496 4.61123 -1.38319
C 4.59654 -3.94547 0.26551
C -4.22106 5.89153 1.05121
C -3.04276 3.92153 -0.95889
H -3.25816 -3.87747 -0.45599
C -1.93496 2.87903 0.89651
H -4.44126 6.22123 0.05341
C -4.23106 5.96773 3.35801
S -0.54026 -1.94517 0.78251
S 1.46344 3.69853 1.51791
C -2.82916 3.87043 0.42261
C -1.79106 -2.45757 -0.25789
H 0.81724 -1.27257 -6.41689
H -2.96196 -1.61377 -3.25209
H 2.82634 -0.43507 5.16591
H -1.89176 2.28953 -5.09649
S 3.37094 -1.50747 0.17191
H -0.97616 1.44433 5.73771
C 4.20854 -4.24747 3.01271
C 4.85774 -5.22797 2.28431
H 1.54744 -1.10397 -1.73139
C -2.50026 3.07523 -3.22729
C 2.37654 -1.08457 2.55071
H 3.50894 -4.31367 -4.98499
C -0.67146 1.28413 -2.06419
C -0.82986 1.33153 -3.47499
C -0.23276 0.97823 5.11181
N 0.38844 0.21013 2.93621
C 0.88544 -0.41517 -2.23959
H -1.47036 -1.03647 -1.62829
C 1.47344 -1.50697 -4.36209
C 2.85274 -3.46647 -4.98819
H -3.21366 3.76793 -3.64689
H 2.25594 -3.32297 -7.04989
C -1.43236 2.14273 -1.22729
C -0.08196 0.44593 -4.25419
O 0.44534 3.84593 2.54841
S -3.30576 4.57713 3.08441
H 5.22114 -6.11007 2.78871
Ir 0.49734 0.65023 0.70891
H -2.82926 -3.29187 -2.72089
S 2.53844 -2.63597 -3.53699
H -2.29516 -3.98397 0.97171
N 0.20224 0.41973 -1.48449
C 0.76984 -0.48347 -3.64419
N 2.42664 -0.75637 1.29071
H -1.76196 2.79303 1.95951
C 0.98134 0.54953 5.63191
C 1.86784 -0.10677 4.79191
C 3.73434 -3.10357 2.37451
C -4.64936 6.57053 2.18881
H 2.90004 -2.33617 4.07331
C 2.18594 -2.92667 -6.05559
H 1.22254 0.70623 6.67081
C 1.40914 -1.81877 -5.70669
C -2.34246 3.06343 -1.80669
N -2.02156 -1.85397 -1.41899
C -3.01866 -2.26927 -2.38769
N -1.27956 2.05303 0.11721
H -1.40866 1.12813 3.33061
N 1.62444 2.24093 1.12231
C -3.46176 4.76743 1.34041
N -2.51556 -3.50537 0.11401
H -0.17766 0.48253 -5.32799
N 3.03384 -2.14057 3.08811
H 5.52504 -5.86617 0.34631
H 4.05154 -4.37097 4.07451
H 4.74474 -3.81127 -0.79409
C -0.47216 0.80183 3.75871
H -5.24226 7.46693 2.17041
C 1.52484 -0.29447 3.45381
*
```



ORCA calculation (the ωB97M-V functional and the def2-TZVPD basis) on a molecular structure, C34H27N3O2OsP.

Results
- LUMO level: -4.31 eV
- HOMO energy: -0.4006 Eh

Geometry as ORCA input:
```
! wB97M-V def2-TZVPD RIJCOSX def2/J DEFGRID3
* xyz 1 1
C 2.36118 0.85442 0.17742
C 0.20126 -0.31444 4.56909
H -1.91168 -5.32313 1.11508
C -2.72820 2.49671 -2.94928
C -3.16161 1.16958 -3.00213
C 3.67327 0.54855 -0.11261
O -4.05028 0.42360 0.17620
H 5.00335 -0.51805 -1.42011
C -1.39476 2.78600 -2.74156
H 2.44272 0.00104 -8.10962
H 3.21556 -1.33977 -2.89334
C -1.44102 2.79624 0.26403
N -4.15943 2.68938 0.45822
C 2.96949 -0.74204 -2.02382
C -1.71128 -4.29595 0.84122
H 2.12985 1.49272 1.01767
C 1.33662 -1.31829 -6.83667
C 1.04733 -0.59005 -4.55111
H 4.47043 0.93697 0.50729
C -3.51018 3.87771 0.57852
C -1.17501 -1.62977 0.12188
C -2.24996 0.14934 -2.86232
N -0.24311 0.10912 1.88501
H -6.02127 3.58811 0.70051
C -1.98672 -3.85126 -0.44330
C 1.63359 -0.39295 -1.78090
C -0.21665 -1.35150 3.75549
C -1.72277 -2.53589 -0.79154
C 2.05072 -0.16643 -7.11508
H -2.40611 -4.52956 -1.17406
N -2.11474 1.63533 0.18547
C -1.18999 -3.42032 1.78320
O -0.20483 2.62597 0.09828
C 1.77592 0.56574 -4.84281
H -0.37674 -2.33853 4.16183
H 2.83889 1.67256 -6.33509
H -5.88801 1.95493 1.39727
Os -0.60237 0.28376 -0.13610
C -0.47628 1.75242 -2.57968
H -3.44178 3.30102 -3.08087
P 0.32627 -0.97641 -2.91758
C -0.93398 -2.10494 1.43458
H 0.69732 1.78740 4.61856
H 0.27715 2.07446 2.18411
C -0.87281 0.40613 -2.63888
H -1.66651 4.95278 0.57979
H 0.56353 2.00669 -2.43171
H 0.37825 -0.48520 5.62230
C -5.61451 2.59079 0.55825
H 1.16757 -2.05539 -7.61014
H -2.59080 -0.87043 -2.96821
H -6.01913 2.15083 -0.35046
C 3.97228 -0.27149 -1.20242
C -0.44116 -1.11768 2.40755
H -0.99384 -3.78098 2.78395
C 0.38029 0.94581 4.02059
C -2.16581 4.00176 0.49455
H -4.14910 4.73533 0.74100
H -1.93778 -2.22315 -1.79754
C 1.33437 0.34346 -0.62625
C -3.47374 1.48420 0.26135
H 0.28246 -2.43350 -5.33410
H 1.97012 1.29763 -4.06924
H -1.05143 3.81114 -2.69800
C 0.83789 -1.52970 -5.55578
C 2.27375 0.77628 -6.11543
C 0.14854 1.11861 2.67128
H -4.20558 0.94230 -3.16960
*
```



ORCA calculation (the ωB97M-V functional and the def2-TZVPD basis) on a molecular structure, C34H28AsCl3HfN5O3S2.

Results
- LUMO level: -3.05 eV
- HOMO energy: -0.3730 Eh

Geometry as ORCA input:
```
! wB97M-V def2-TZVPD RIJCOSX def2/J DEFGRID3
* xyz 1 1
C 3.18177 -0.52913 1.86968
C 3.77705 2.83547 2.28010
Cl 3.22857 -0.14191 0.18065
H 1.55622 -4.32156 2.75342
C 3.12128 -1.03304 4.58447
H 3.09273 -1.22276 5.64776
O -1.29860 2.36506 -3.27925
C 0.24099 -2.72221 2.26600
C 2.05389 5.32722 1.85082
H 0.08213 -5.28501 4.47890
C 2.59308 -1.03440 -4.27263
H 2.38368 0.59726 -5.64258
O 0.56251 -3.71193 -1.71733
C -2.83585 3.59242 1.25396
H -4.18329 -4.58134 -0.72869
N -1.90394 -1.48129 -0.65655
C 0.69781 0.29222 -2.73656
C -1.39321 -2.70400 -0.84375
C 0.06731 -2.72396 -1.23191
H 4.37040 2.91732 1.37185
H -3.29899 0.11001 2.09880
C 4.31926 -1.00545 2.49487
C -1.84668 2.41356 -0.98499
H -2.09745 -4.24647 4.99421
Cl 5.69079 -1.84961 4.65857
H -5.14921 -2.28855 -0.50736
C -0.99537 -2.13098 2.54392
C -2.68413 -0.70604 2.44480
H 1.53049 3.05981 4.35779
N -1.77021 1.75054 0.17761
C 2.06130 0.17228 -4.70143
H 3.76918 1.80214 2.62021
C 1.11426 0.84608 -3.94168
C 0.60444 -3.85240 2.96286
C -2.95621 4.25155 0.03531
C 1.23217 -0.93704 -2.30812
H 4.18974 3.47693 3.05832
C -2.23017 2.35517 1.28354
N -0.24852 0.87161 -1.84780
C -1.45119 -3.82726 4.23539
As 1.97611 3.40625 1.90826
H -3.60559 -0.34470 -0.42711
H -2.07166 1.84078 2.22201
C -3.22773 -1.35378 -0.54358
H 1.08863 5.70491 1.52162
C 1.99561 -0.56333 3.93147
H 2.57772 -2.54157 -2.73004
C 1.97995 -0.30617 2.55586
H 2.29937 5.71972 2.83672
H 3.32783 -1.54736 -4.87845
C -0.23404 -4.40102 3.94230
C 0.92976 2.93729 3.45718
S 1.16652 2.72614 0.07785
H 5.22586 -1.16811 1.92987
H -1.69188 -4.80322 -1.02080
N -1.52835 -0.99037 1.93300
H 0.05910 3.58922 3.50792
N 0.62900 -1.47190 -1.12425
H 0.62505 1.89779 3.35802
C -1.10226 1.86088 -2.18988
H 2.81848 5.61985 1.13386
H 0.91829 -2.30879 1.52865
O 0.89459 0.14514 1.94961
C -4.08144 -2.43930 -0.57950
H -3.42160 5.22701 -0.01519
Hf -0.11841 0.06346 0.12473
C -2.43646 3.66009 -1.10021
C 2.18320 -1.59610 -3.07101
H -3.19466 4.03539 2.17229
S -3.27145 -1.75482 3.65858
C -3.53984 -3.71185 -0.71314
H 0.69416 1.77992 -4.27797
C 4.27698 -1.25834 3.85610
H -2.44495 4.12921 -2.07315
C -1.82224 -2.68917 3.52230
Cl 0.54667 -0.27008 4.84134
C -2.17083 -3.84757 -0.86094
*
```



Energy above the lowest of the compared OMol25 structures with the same formula, charge and spin / kJ/mol: 306.70 52.22 152.60